[1]
C16H20F12NNaO11 as an isolated structure at a distorted geometry, computed with ωB97M-V/def2-TZVPD.

Summary:
Charge   0
Strongest force on any atom   5.40 eV Å⁻¹
Gap between HOMO and LUMO   0.23065 Eh

CARTESIAN COORDINATES (ANGSTROEM)
Na1 -0.7921 -1.5896 0.1158
N1 -4.5695 -2.0811 0.7123
O1 -3.7991 -2.4413 1.5722
O2 -4.1235 -1.8943 -0.4095
O3 -5.7092 -1.7412 0.9894
C1 -4.9652 2.2230 -3.6850
C2 -3.8166 2.7041 -2.7758
O4 -2.7127 2.9935 -3.5686
C3 -1.5789 2.2332 -3.5692
O5 -1.4204 1.1290 -2.9632
C4 -0.4540 2.8896 -4.4999
F1 0.1114 1.8863 -5.2019
F2 -0.9058 3.8022 -5.3323
F3 0.5033 3.4332 -3.7003
H1 -5.4039 3.0361 -4.2633
H2 -5.7704 1.8948 -3.0278
H3 -4.6349 1.4604 -4.3903
H4 -3.6750 1.8655 -2.0940
H5 -4.1039 3.6007 -2.2265
C5 -0.1783 -5.9355 4.1949
C6 0.1488 -4.5170 4.6978
O6 1.5485 -4.2275 4.5244
C7 1.9616 -3.9754 3.2569
O7 1.2926 -3.9014 2.2112
C8 3.5715 -3.7270 3.2083
F4 3.7432 -2.7432 2.3629
F5 3.9515 -3.2224 4.3942
F6 4.2054 -4.8198 2.8494
H6 -0.6134 -5.9619 3.1959
H7 -0.9634 -6.3780 4.8082
H8 0.6399 -6.6547 4.1570
H9 0.0590 -4.4134 5.7791
H10 -0.4730 -3.6729 4.3993
C9 0.6394 4.5029 1.2598
C10 -0.9301 4.6082 1.2830
O8 -1.6123 4.0002 2.3800
C11 -1.4865 2.6923 2.5994
O9 -1.1101 1.8330 1.7975
C12 -1.9671 2.2325 4.0238
F7 -1.2160 2.7572 4.9331
F8 -3.1719 2.6987 4.3828
F9 -1.9842 0.8947 3.9840
H11 1.0541 4.6815 0.2677
H12 0.9157 3.5528 1.7171
H13 1.0178 5.1585 2.0441
H14 -1.3707 4.3255 0.3270
H15 -1.0915 5.6861 1.2968
C13 3.5798 -2.2593 -4.4729
C14 2.8559 -1.6310 -3.2683
O10 3.7919 -0.7789 -2.6339
C15 3.4570 0.0374 -1.6467
O11 2.3742 0.0624 -1.0228
C16 4.6146 0.8370 -1.2045
F10 5.4077 0.1557 -0.4098
F11 5.3757 1.2528 -2.2683
F12 4.1783 1.9636 -0.6173
H16 2.9899 -3.0484 -4.9391
H17 4.5959 -2.5930 -4.2622
H18 3.5261 -1.4240 -5.1711
H19 2.5275 -2.3825 -2.5503
H20 1.9649 -1.0701 -3.5507

Force components x, y, z for each atom (eV/Å):
Na -0.8 0.0 0.2
N -0.7 2.0 0.2
O 2.2 -1.6 2.7
O 1.0 0.1 -3.1
O -1.5 -0.3 0.2
C -0.2 1.0 0.3
C -2.2 -1.6 0.2
O 3.6 -0.2 -0.9
C -1.1 -3.0 1.9
O -0.4 4.8 -2.5
C 0.0 -1.3 1.2
F -0.1 0.6 0.2
F 0.0 0.1 0.1
F -0.7 -0.2 -0.6
H 0.2 0.1 -0.1
H 0.1 -0.5 -0.1
H -0.1 -0.2 0.3
H 0.7 0.3 0.2
H 0.2 0.0 -0.1
C -1.1 0.2 -0.3
C 0.0 -0.6 1.0
O 0.9 0.7 -2.5
C -0.6 -0.1 -1.2
O 1.6 -0.2 3.2
C -3.4 0.8 1.3
F 0.7 0.4 -1.4
F 0.6 -1.0 0.0
F 0.6 0.0 0.2
H 0.2 0.4 -0.1
H 0.1 0.1 0.3
H 0.3 0.5 0.4
H 0.0 -0.6 0.1
H 0.0 -0.3 -1.0
C -1.4 -0.8 1.8
C 1.4 0.9 -1.7
O 0.5 -0.4 0.9
C 0.0 -1.8 -2.2
O -0.5 2.3 1.6
C -1.5 0.4 -1.7
F 2.5 -0.2 1.5
F -0.8 -0.5 -1.0
F 0.2 0.7 0.9
H 0.0 -0.1 0.3
H 0.2 -0.5 -0.9
H 0.1 0.7 -0.5
H 0.0 -0.7 0.2
H -0.7 -0.1 0.7
C -1.1 1.2 0.0
C -0.4 -1.5 0.1
O 0.6 1.3 0.5
C -4.3 -2.2 1.1
O 2.8 -0.1 -2.0
C 1.5 2.7 -1.0
F 0.1 -0.3 0.6
F -0.6 -0.4 0.6
F 0.3 -0.6 0.3
H 0.0 -0.1 0.3
H -0.2 0.2 0.0
H 0.8 -0.2 -0.5
H 0.1 -0.1 0.2
H 0.1 0.1 -0.2

Atom charges from the Mulliken analysis, given in e for atoms 1 to 5: 0.929 1.052 -0.679 -0.689 -0.636

[2]
A 7-piece molecular cluster, C35H84NO8 overall at a distorted geometry, computed with ωB97M-V/def2-TZVPD.

Summary:
Charge   +1
Strongest force on any atom   9.32 eV Å⁻¹
Gap between HOMO and LUMO   0.29659 Eh

CARTESIAN COORDINATES (ANGSTROEM)
C1 3.3053 -3.7056 1.7633
C2 3.2982 -2.3313 2.6755
C3 4.5563 -1.3190 2.3959
C4 4.8164 -0.9706 0.8031
C5 3.6737 -0.0081 0.1232
C6 2.3090 -0.7795 -0.3543
C7 2.2801 -1.2168 -1.9401
C8 0.7056 -1.6897 -2.2434
C9 -0.2401 -0.4220 -2.7282
C10 -1.8166 -0.5546 -2.1976
C11 -2.3317 0.8916 -1.5339
C12 -3.3672 0.6404 -0.2870
C13 -4.9748 0.7693 -0.7295
C14 -5.8253 0.1803 0.5705
N1 -7.0853 -0.5674 0.1883
C15 -7.1100 -1.9289 0.9018
C16 -8.4663 -2.7858 0.5580
O1 -8.5526 -3.2639 -0.8370
C17 -7.4353 -4.2153 -1.0394
O2 -7.3613 -5.4416 -0.5104
H1 4.1474 -3.7465 0.9515
H2 3.4486 -4.6650 2.4419
H3 2.2763 -3.8015 1.1656
H4 3.2232 -2.6921 3.8051
H5 2.3040 -1.6962 2.4927
H6 5.5582 -1.8092 2.8155
H7 4.3756 -0.3418 3.0194
H8 5.0575 -1.9377 0.1460
H9 5.8302 -0.3406 0.7804
H10 3.4061 0.8714 0.8719
H11 4.1443 0.4720 -0.8629
H12 2.0265 -1.7300 0.2665
H13 1.4148 -0.0055 -0.1936
H14 2.9936 -2.1406 -2.1212
H15 2.5767 -0.3131 -2.6216
H16 0.7449 -2.4304 -3.1753
H17 0.2151 -2.2430 -1.3271
H18 0.2713 0.5767 -2.3563
H19 -0.3096 -0.4297 -3.9188
H20 -2.5214 -0.7393 -3.1413
H21 -1.9444 -1.4309 -1.4267
H22 -1.3461 1.3702 -1.0613
H23 -2.7354 1.6384 -2.3450
H24 -3.2005 1.4809 0.5318
H25 -3.2117 -0.4355 0.1580
H26 -5.2914 1.9161 -0.8245
H27 -5.2032 0.2085 -1.7335
H28 -6.1273 1.0639 1.2802
H29 -5.1637 -0.5570 1.2293
H30 -7.9140 -0.0349 0.5796
H31 -7.2472 -0.6666 -0.8388
H32 -6.1039 -2.5074 0.7269
H33 -7.1614 -1.6607 2.0615
H34 -9.4004 -2.0961 0.7927
H35 -8.5222 -3.6956 1.3273
H36 -6.5595 -3.8389 -1.7540
C18 0.1478 5.9500 -1.0501
C19 0.0734 4.5491 -1.6362
C20 -0.6858 4.5391 -2.9534
O3 -0.5771 3.6834 -0.7096
H37 -0.8544 6.3419 -0.8429
H38 0.6861 5.9400 -0.0963
H39 0.6573 6.6370 -1.7328
H40 1.0859 4.1611 -1.7919
H41 -1.7176 4.8809 -2.8137
H42 -0.7420 3.5225 -3.3573
H43 -0.2014 5.1837 -3.6932
H44 -1.4770 4.0203 -0.5652
C21 -8.4708 4.9014 -2.6173
C22 -7.2706 4.0128 -2.3322
C23 -6.4715 3.7384 -3.5961
O4 -7.7181 2.7779 -1.7789
H45 -9.1535 4.4218 -3.3277
H46 -9.0436 5.0803 -1.7010
H47 -8.1589 5.8660 -3.0294
H48 -6.6269 4.4918 -1.5864
H49 -7.0833 3.2175 -4.3413
H50 -5.6178 3.0876 -3.3779
H51 -6.0994 4.6680 -4.0376
H52 -8.2904 2.3455 -2.4343
C24 6.2053 -0.0698 5.8996
C25 4.8990 -0.5620 6.5021
C26 5.0457 -0.8432 7.9890
O5 4.4901 -1.7528 5.8344
H53 6.9938 -0.8233 6.0048
H54 6.0881 0.1167 4.8267
H55 6.5388 0.8545 6.3815
H56 4.1157 0.1875 6.3447
H57 5.7932 -1.6242 8.1683
H58 4.1012 -1.2084 8.4065
H59 5.3444 0.0578 8.5336
H60 5.1797 -2.4239 5.9686
C27 -0.4863 5.7613 3.1729
C28 -1.2425 7.0647 2.9710
C29 -2.5316 7.0881 3.7766
O6 -1.5470 7.2247 1.5879
H61 -1.0848 4.9055 2.8408
H62 0.4330 5.7534 2.5775
H63 -0.2234 5.6163 4.2253
H64 -0.6083 7.9076 3.2665
H65 -3.2027 6.2794 3.4659
H66 -3.0713 8.0269 3.6119
H67 -2.3302 6.9830 4.8471
H68 -2.1098 6.4805 1.3166
C30 5.5035 -0.9564 -4.9909
C31 4.5489 -2.1395 -5.0126
C32 4.7983 -3.0306 -6.2190
O7 3.2063 -1.6626 -5.0473
H69 5.3728 -0.3309 -5.8811
H70 5.3043 -0.3171 -4.1241
H71 6.5449 -1.2900 -4.9482
H72 4.6656 -2.7234 -4.0932
H73 4.6425 -2.4788 -7.1528
H74 4.0960 -3.8712 -6.2281
H75 5.8185 -3.4266 -6.2132
H76 3.0935 -1.1428 -5.8604
C33 6.3574 -7.7560 -0.0335
C34 5.6727 -6.9968 1.0918
C35 4.4593 -7.7512 1.6114
O8 5.2651 -5.7160 0.6177
H77 5.6794 -7.8924 -0.8835
H78 7.2215 -7.1954 -0.4060
H79 6.6971 -8.7401 0.3038
H80 6.3823 -6.8326 1.9100
H81 3.7140 -7.8875 0.8197
H82 3.9695 -7.1872 2.4124
H83 4.7421 -8.7352 1.9981
H84 4.6348 -5.8519 -0.1092

Force components x, y, z for each atom (eV/Å):
C -0.5 -0.1 -0.3
C -0.6 -0.1 0.2
C 0.3 -0.8 0.1
C 0.8 0.8 0.2
C 0.2 -0.4 -0.4
C -0.6 0.7 -0.4
C -1.0 -0.4 1.1
C 0.4 0.0 -1.5
C -0.3 -0.6 -0.2
C -0.3 1.2 -0.8
C 1.4 -0.7 1.0
C -0.8 0.8 -0.7
C 0.3 0.5 1.3
C 2.0 1.2 0.4
N -1.2 -0.4 1.0
C -0.7 -1.2 1.4
C -0.3 0.1 1.6
O 3.1 -1.2 1.5
C 0.4 -5.9 2.0
O -0.9 8.7 -3.3
H -1.6 0.3 1.8
H -0.4 2.1 -1.5
H 2.1 0.1 1.4
H 0.5 1.1 -2.4
H 2.1 -1.5 0.2
H -2.1 1.0 -0.9
H 0.4 -1.7 -1.3
H -0.8 2.1 1.5
H -2.1 -1.3 0.1
H 0.6 -1.9 -1.5
H -1.0 -0.9 2.2
H 0.8 1.8 -1.0
H 1.7 -1.6 -0.4
H -1.4 2.0 0.3
H -0.5 -1.9 1.2
H -0.2 1.4 2.2
H 1.1 1.1 -1.7
H -1.3 -1.9 -0.8
H 0.5 0.2 2.6
H 1.5 0.0 2.1
H 0.3 1.7 -1.5
H -2.3 -0.8 -1.1
H 0.6 -1.5 1.6
H -0.3 -2.0 -1.5
H -0.1 2.2 -0.8
H 0.7 -2.7 -0.1
H 0.4 0.9 2.0
H 0.5 -1.7 -1.5
H -1.4 1.6 -1.7
H 1.1 -0.7 -0.9
H 0.4 0.1 0.9
H -2.1 1.2 0.0
H 0.2 -0.6 -2.5
H 1.9 -1.5 -0.8
H 0.2 1.9 -1.8
H -2.1 -0.6 1.4
C 0.3 0.0 0.1
C -0.4 0.6 -0.1
C 0.1 -0.2 -0.3
O -0.2 -0.3 0.3
H 0.1 0.0 -0.1
H -0.1 0.0 -0.2
H -0.1 0.0 0.1
H -0.2 -0.1 0.2
H 0.1 0.1 0.1
H 0.1 0.1 0.0
H -0.1 -0.1 0.1
H 0.4 0.0 -0.1
C -0.1 0.2 0.3
C -0.3 0.2 -0.7
C 0.3 0.0 0.0
O -0.1 -0.7 0.4
H 0.2 0.0 -0.1
H 0.1 0.0 -0.1
H -0.1 -0.1 0.0
H -0.1 -0.2 0.1
H -0.1 0.2 0.1
H 0.0 0.1 0.0
H -0.1 -0.2 0.0
H 0.2 0.3 0.2
C 0.0 0.3 -0.3
C 0.6 -0.3 0.2
C -0.3 0.1 0.3
O -0.1 -0.2 -0.1
H -0.1 0.1 0.1
H 0.0 0.0 0.2
H 0.0 -0.1 -0.1
H 0.0 -0.3 -0.1
H 0.0 0.1 -0.1
H 0.1 0.1 -0.1
H 0.0 -0.1 0.0
H -0.3 0.3 0.0
C 0.4 0.0 0.0
C -0.4 -0.6 0.1
C -0.1 0.3 0.2
O -0.1 0.1 -0.3
H -0.1 0.1 0.1
H -0.1 0.0 0.1
H 0.0 0.0 -0.1
H -0.1 0.0 -0.3
H 0.1 -0.1 0.0
H 0.1 -0.1 0.1
H -0.1 0.0 -0.1
H 0.3 0.3 0.2
C 0.1 0.1 0.3
C 0.2 0.3 -0.6
C 0.0 -0.4 0.0
O -0.3 0.1 0.0
H 0.0 -0.2 0.0
H 0.0 -0.2 -0.1
H -0.1 0.1 0.0
H -0.2 0.1 -0.1
H 0.1 0.1 0.1
H 0.1 0.1 0.1
H -0.1 0.0 -0.1
H 0.1 -0.3 0.3
C 0.4 0.0 0.0
C -0.4 -0.3 -0.5
C -0.1 0.0 0.3
O 0.1 0.1 -0.1
H -0.1 -0.1 0.2
H -0.1 -0.1 0.1
H 0.0 0.1 -0.1
H -0.1 0.2 -0.1
H 0.2 -0.1 0.0
H 0.1 -0.1 -0.1
H -0.1 0.1 -0.1
H 0.3 0.0 0.3

Atom charges from the Mulliken analysis, given in e for atoms 1 to 5: -0.278 -0.291 -0.366 -0.441 -0.663

Which of these has the lowest gap between HOMO and LUMO?
C16H20F12NNaO11

What is the strongest force on any atom in the second record?
9.32 eV Å⁻¹

Which formula does entry 1 have?
C16H20F12NNaO11